Computed, not measured: C39H38N8NiSb as an isolated structure at a distorted geometry, with wB97M-V/def2-TZVPD.

The geometry in XYZ format:
```
87
Properties=species:S:1:pos:R:3:forces:R:3
Ni 0.08291 0.27114 -0.67110 0.11 -0.72 0.01
C -2.83462 -1.03374 -2.58667 0.06 0.01 0.06
C -3.13794 -0.27054 -1.34311 -0.27 -0.24 -0.13
C -4.35759 -0.42348 -0.68743 0.07 0.09 0.16
C -4.66333 0.38938 0.38770 0.05 -0.02 -0.13
C -3.78730 1.41728 0.70559 0.06 0.07 0.08
C -2.59212 1.49444 0.01151 0.04 0.90 0.43
N -2.24680 0.63275 -0.93527 0.32 0.06 0.01
Sb -1.18183 3.14773 0.17581 -0.25 -0.29 0.16
C -0.60670 2.79881 -1.93654 -0.25 0.54 0.91
C -0.93609 3.90359 -2.70531 0.00 -0.11 0.21
C -0.75815 3.84896 -4.07717 0.06 -0.21 -0.09
C -0.23244 2.69128 -4.61333 -0.12 0.19 0.19
C 0.09595 1.62913 -3.77164 0.20 -0.15 -0.38
C 0.71829 0.40834 -4.37283 -0.05 -0.06 0.09
N -0.10110 1.68042 -2.44823 0.28 -0.49 0.00
C 1.35910 2.02018 1.28587 1.16 0.51 0.47
C 2.33944 2.30485 2.24315 -0.16 -0.03 -0.15
C 3.63210 2.51388 1.81807 -0.07 -0.18 -0.20
C 3.90938 2.41071 0.46382 -0.12 0.06 -0.04
C 2.88557 2.10010 -0.42364 0.44 0.11 -0.05
C 3.16991 1.96062 -1.88174 -0.05 -0.10 0.05
N 1.62918 1.91146 -0.01890 -0.69 -0.06 0.49
H -3.01648 -2.09848 -2.45758 0.10 -0.05 -0.06
H -1.79789 -0.86275 -2.86540 -0.05 -0.14 -0.11
H -3.48709 -0.67307 -3.38306 -0.01 0.03 -0.07
H -5.05618 -1.17134 -1.02869 -0.03 -0.11 -0.04
H -5.58064 0.25068 0.94293 -0.06 0.04 -0.03
H -4.02741 2.13009 1.48077 0.00 0.06 0.05
H -1.32742 4.79143 -2.22936 -0.02 0.10 -0.01
H -1.01280 4.69009 -4.70303 -0.01 0.08 -0.08
H -0.05547 2.60532 -5.67544 0.02 -0.06 -0.02
H 1.20665 0.64956 -5.31549 -0.02 -0.01 0.03
H -0.04166 -0.34856 -4.56855 -0.01 -0.10 0.02
H 1.45301 -0.01839 -3.69499 0.06 -0.07 -0.02
H 2.04965 2.37805 3.27895 0.00 0.05 0.05
H 4.40556 2.77340 2.52532 0.08 -0.02 0.04
H 4.90231 2.59807 0.08751 0.10 -0.03 -0.09
H 4.00239 1.27611 -2.02659 0.08 -0.03 -0.14
H 3.43723 2.92120 -2.31687 0.04 0.08 -0.07
H 2.28435 1.58463 -2.37865 0.07 -0.05 -0.15
C -1.66759 3.57174 3.44167 -0.07 0.31 -0.36
N -1.12343 2.23969 3.66183 -0.40 0.10 -0.53
C -1.44941 1.65965 4.94713 0.05 -0.23 0.53
C -0.25570 1.62438 2.90534 0.63 -1.33 1.81
N 0.03732 1.95040 1.66031 -1.11 1.18 -2.28
H -1.89537 4.01887 4.40902 -0.02 -0.01 -0.08
H -2.57641 3.56706 2.83268 -0.06 0.01 0.09
H -0.91725 4.19377 2.94445 -0.11 -0.04 0.05
H -1.00112 2.24401 5.75334 -0.04 0.06 0.02
H -1.06375 0.64633 4.99180 0.03 0.02 -0.07
H -2.53022 1.63779 5.09201 -0.02 0.02 -0.04
C -0.47600 -4.54027 -3.14557 0.08 -0.01 -0.23
C 0.28120 -3.38241 -3.27098 -0.15 -0.33 -0.28
C 0.22455 -2.40844 -2.30150 -0.15 0.02 0.66
C -0.55826 -2.57677 -1.14881 0.24 -0.46 -0.65
C -1.34045 -3.74518 -1.04802 0.04 0.26 -0.12
C -1.30077 -4.70057 -2.04013 0.10 0.03 -0.01
N -0.59113 -1.58899 -0.20774 -0.12 1.18 -0.72
C -0.77353 -1.97493 1.09383 -0.30 -0.29 1.10
C -1.52269 -1.19779 1.99292 0.15 -0.31 -0.53
C -1.77487 -1.65435 3.26858 0.15 -0.26 0.32
C -1.23254 -2.85248 3.71263 -0.07 0.12 0.19
C -0.40020 -3.58114 2.87259 -0.14 -0.06 0.05
C -0.19179 -3.16804 1.57626 0.08 0.50 -0.02
H -0.43646 -5.30552 -3.90571 0.03 -0.03 -0.07
H 0.91732 -3.25289 -4.13326 0.08 0.04 -0.15
H 0.78846 -1.48611 -2.37105 0.16 -0.06 -0.15
H -2.00351 -3.86320 -0.20410 0.00 -0.06 0.10
H -1.91878 -5.58205 -1.95104 -0.04 -0.09 0.00
H -1.94909 -0.26655 1.65610 -0.09 0.06 -0.05
H -2.40607 -1.07770 3.92838 -0.09 0.07 0.07
H -1.46014 -3.21622 4.70341 0.05 0.01 0.10
H 0.07459 -4.48499 3.22753 -0.02 -0.09 0.03
H 0.43616 -3.74184 0.90823 0.01 -0.07 0.02
N 6.10226 -2.94898 2.79574 0.37 -0.19 0.23
C 5.20083 -2.50407 2.24909 0.20 -0.13 0.14
C 4.09440 -1.93803 1.56645 -0.85 0.45 -0.48
C 3.01437 -1.40270 2.26565 0.24 -0.17 -0.20
C 1.97269 -0.84473 1.54665 -0.08 -0.02 0.26
N 1.95686 -0.76469 0.21580 0.01 0.23 -0.17
C 2.98615 -1.28628 -0.44451 0.31 -0.21 -0.23
C 4.06696 -1.89078 0.17226 -0.09 -0.01 0.21
H 2.98738 -1.42731 3.34379 -0.06 0.02 0.06
H 1.12021 -0.44120 2.07544 -0.06 0.07 0.12
H 2.96061 -1.22062 -1.52237 -0.04 -0.01 -0.12
H 4.87031 -2.31914 -0.40649 0.03 0.03 -0.08
```
Forces are in eV/Å.

Its total charge is +1. The calculation puts the frontier orbital gap (alpha / beta) at 0.2072 / 0.2004 Eh. As for the multiplicity: 3. As for the LUMO energy (alpha / beta): -3.24 / -3.36 eV. The total energy comes out at -100553.17732 eV.